Record 1
132
Properties=species:S:1:pos:R:3 method="wB97M-V/def2-TZVPD" charge=0 lumo_energy_ev=0.4 gap_ev=11.320 e_above_lowest_kcal_mol=67.0 largest_force_ha_per_bohr=0.062
C -1.04 -5.18 4.56
C -1.37 -5.37 3.10
C -0.33 -6.33 2.38
C 0.84 -5.52 2.17
N 1.76 -4.83 2.01
H -1.20 -6.15 5.14
H -1.65 -4.40 5.03
H 0.00 -4.86 4.72
H -1.40 -4.39 2.76
H -2.36 -5.81 3.05
H -0.73 -6.64 1.41
H -0.17 -7.24 3.01
C 5.96 4.89 -0.25
C 5.33 3.95 -1.28
C 5.54 2.46 -1.04
C 5.11 2.13 0.32
N 4.78 1.65 1.31
H 7.01 5.02 -0.35
H 5.71 4.58 0.80
H 5.48 5.89 -0.37
H 5.83 4.11 -2.19
H 4.21 4.13 -1.50
H 6.63 2.21 -1.12
H 4.97 1.83 -1.79
C -1.14 4.42 -3.42
C -1.36 4.29 -1.87
C -0.52 3.15 -1.39
C 0.87 3.37 -1.59
N 2.00 3.41 -1.73
H -1.67 5.23 -3.95
H -1.48 3.54 -3.98
H -0.05 4.56 -3.58
H -2.39 4.05 -1.66
H -1.14 5.28 -1.42
H -0.67 2.27 -1.99
H -0.68 2.94 -0.30
C 1.79 -5.53 -2.92
C 2.57 -5.04 -1.70
C 1.76 -3.95 -1.02
C 0.43 -4.45 -0.64
N -0.62 -4.87 -0.56
H 1.53 -4.75 -3.63
H 0.79 -5.94 -2.76
H 2.36 -6.34 -3.40
H 3.47 -4.59 -2.05
H 2.87 -5.85 -1.02
H 1.60 -3.13 -1.72
H 2.24 -3.58 -0.11
C -2.88 4.12 4.77
C -2.64 4.91 3.45
C -3.52 4.38 2.26
C -2.94 3.13 1.83
N -2.51 2.12 1.54
H -3.89 4.16 5.19
H -2.23 4.53 5.57
H -2.57 3.11 4.84
H -1.61 4.91 3.11
H -2.92 5.95 3.52
H -3.50 5.09 1.44
H -4.52 4.11 2.52
C 1.30 2.39 2.11
C 2.35 3.34 2.66
C 2.56 4.44 1.61
C 1.37 5.29 1.34
N 0.34 5.80 1.23
H 0.33 2.94 1.80
H 1.11 1.68 2.86
H 1.71 1.94 1.15
H 3.29 2.81 2.76
H 2.01 3.78 3.65
H 2.82 4.05 0.63
H 3.44 5.15 1.81
C 2.93 0.25 -2.82
C 1.59 0.34 -3.64
C 1.86 1.23 -4.84
C 3.22 1.13 -5.39
N 4.22 1.29 -5.95
H 3.27 1.20 -2.44
H 3.74 -0.09 -3.41
H 2.87 -0.40 -1.90
H 0.76 0.56 -2.98
H 1.23 -0.64 -3.98
H 1.81 2.31 -4.49
H 1.16 1.07 -5.61
C -1.55 0.38 5.36
C -0.26 1.05 5.73
C 0.19 1.03 7.17
C 0.06 -0.38 7.68
N -0.16 -1.43 8.10
H -2.48 0.61 5.88
H -1.37 -0.71 5.59
H -1.69 0.50 4.28
H -0.30 2.09 5.48
H 0.45 0.62 5.12
H -0.39 1.79 7.77
H 1.24 1.33 7.33
C -4.68 -5.81 -1.97
C -3.54 -4.78 -2.05
C -2.79 -4.70 -3.40
C -3.56 -4.39 -4.60
N -4.22 -3.96 -5.44
H -4.36 -6.80 -2.30
H -5.48 -5.54 -2.70
H -5.02 -5.87 -0.92
H -2.77 -4.79 -1.29
H -4.06 -3.80 -1.80
H -2.18 -5.60 -3.38
H -2.10 -3.85 -3.37
C 1.57 -1.18 1.94
C 0.14 -1.03 2.39
C -0.80 -1.54 1.33
C -0.71 -0.81 0.01
N -0.46 -0.29 -1.00
H 1.73 -2.19 1.57
H 2.31 -1.05 2.75
H 1.89 -0.52 1.16
H -0.15 -0.06 2.73
H -0.02 -1.76 3.25
H -1.86 -1.47 1.72
H -0.66 -2.58 1.00
C -4.36 1.14 -5.18
C -3.61 -0.01 -4.55
C -2.51 -0.45 -5.52
C -1.62 -1.43 -4.93
N -0.90 -2.10 -4.38
H -4.67 0.91 -6.20
H -3.77 2.08 -5.23
H -5.23 1.46 -4.60
H -4.33 -0.83 -4.33
H -3.14 0.18 -3.58
H -1.98 0.46 -5.83
H -2.87 -0.90 -6.43

***

Record 2
150
Properties=species:S:1:pos:R:3 method="wB97M-V/def2-TZVPD" charge=+1 lumo_energy_ev=-4.2 gap_ev=5.845 largest_force_ha_per_bohr=0.048
C 0.69 0.36 -1.97
C -0.05 -0.53 -0.86
C -1.45 -0.94 -1.47
C -2.42 -1.58 -0.40
C -2.36 -3.16 -0.42
C -2.20 -3.83 1.01
C -0.68 -4.00 1.27
C -0.04 -5.16 0.74
N 1.30 -5.42 0.91
C 1.78 -6.70 0.32
C 2.20 -6.57 -1.19
C 3.63 -7.08 -1.57
N 1.47 -6.12 -2.14
C 2.13 -4.57 1.60
C 3.63 -4.90 1.80
C 4.60 -4.08 0.86
C 3.91 -3.41 -0.38
I 5.40 -3.40 -2.00
C 1.59 -3.34 2.19
C 2.54 -2.37 2.97
C 2.78 -2.80 4.47
C 2.30 -1.58 5.38
Br 4.71 -3.03 4.89
C 0.17 -3.06 2.03
C -0.52 -1.83 2.64
O -0.03 -0.76 2.47
O -1.74 -1.87 3.35
C -1.65 -2.60 4.54
F -2.72 -2.17 5.30
F -0.53 -2.33 5.28
C -1.82 -4.16 4.40
F -0.59 -4.79 4.44
F -2.51 -4.60 5.52
H 1.79 0.21 -1.90
H 0.31 0.10 -2.99
H 0.48 1.44 -1.75
H 0.63 -1.39 -0.66
H -0.23 0.11 0.04
H -1.24 -1.64 -2.32
H -1.93 -0.01 -1.89
H -2.19 -1.18 0.63
H -3.46 -1.26 -0.67
H -3.22 -3.63 -0.96
H -1.44 -3.42 -1.02
H -2.76 -3.31 1.82
H -2.63 -4.86 0.94
H -0.67 -5.89 0.17
H 0.89 -7.39 0.36
H 2.58 -7.19 0.90
H 3.84 -6.73 -2.61
H 3.57 -8.20 -1.59
H 4.40 -6.72 -0.84
H 0.56 -5.85 -1.73
H 3.89 -5.97 1.72
H 3.87 -4.60 2.86
H 5.37 -4.79 0.46
H 5.19 -3.31 1.42
H 3.71 -2.33 -0.20
H 3.05 -3.97 -0.80
H 3.52 -2.43 2.42
H 2.20 -1.32 2.91
H 2.25 -3.75 4.73
H 1.98 -1.97 6.37
H 1.46 -1.03 4.90
H 3.15 -0.88 5.57
H -2.42 -4.49 3.52
C 4.81 3.41 6.43
C 5.49 2.10 6.14
O 6.09 1.90 5.09
N 5.43 1.12 7.09
C 4.78 1.17 8.38
H 4.94 4.08 5.59
H 3.74 3.25 6.58
H 5.24 3.87 7.32
H 5.91 0.28 6.82
H 5.52 1.00 9.16
H 4.03 0.38 8.42
H 4.29 2.13 8.56
C -3.36 3.55 -1.84
C -3.10 2.50 -2.89
O -2.11 1.77 -2.84
N -3.99 2.38 -3.90
C -5.20 3.14 -4.13
H -2.57 3.53 -1.10
H -3.38 4.54 -2.30
H -4.31 3.35 -1.34
H -3.74 1.66 -4.56
H -6.05 2.45 -4.14
H -5.13 3.63 -5.09
H -5.37 3.89 -3.35
C -6.98 5.69 -8.31
C -7.08 4.45 -7.47
O -6.30 4.21 -6.57
N -8.09 3.58 -7.75
C -9.11 3.69 -8.77
H -6.13 6.28 -7.98
H -6.82 5.43 -9.36
H -7.88 6.29 -8.21
H -8.10 2.77 -7.15
H -10.09 3.69 -8.29
H -9.04 2.83 -9.43
H -9.01 4.60 -9.36
C 4.77 2.82 -3.57
C 4.68 1.81 -2.46
O 3.85 1.90 -1.56
N 5.55 0.76 -2.48
C 6.59 0.48 -3.44
H 4.02 3.59 -3.43
H 5.75 3.29 -3.56
H 4.60 2.34 -4.54
H 5.43 0.13 -1.71
H 6.40 -0.50 -3.88
H 7.55 0.45 -2.91
H 6.64 1.23 -4.23
C -0.19 3.56 1.09
C -1.44 4.33 1.47
O -2.31 4.57 0.65
N -1.56 4.74 2.76
C -0.63 4.55 3.85
H -0.23 3.30 0.04
H 0.69 4.18 1.26
H -0.13 2.64 1.68
H -2.42 5.25 2.93
H -1.15 4.00 4.65
H -0.33 5.52 4.23
H 0.25 3.99 3.55
C 4.84 7.39 -5.37
C 4.52 5.92 -5.33
O 5.34 5.09 -4.98
N 3.27 5.54 -5.71
C 2.18 6.37 -6.15
H 5.87 7.55 -5.04
H 4.74 7.78 -6.38
H 4.18 7.94 -4.69
H 3.13 4.54 -5.66
H 1.33 6.22 -5.48
H 1.89 6.06 -7.16
H 2.44 7.43 -6.16
C -7.24 -4.02 3.18
C -5.84 -3.56 3.48
O -4.94 -3.59 2.63
N -5.57 -3.10 4.72
C -6.47 -2.99 5.86
H -7.30 -4.35 2.15
H -7.51 -4.85 3.83
H -7.94 -3.19 3.32
H -4.61 -2.81 4.84
H -6.51 -1.94 6.17
H -6.07 -3.59 6.68
H -7.47 -3.32 5.62

***

Record 3
144
Properties=species:S:1:pos:R:3 method="wB97M-V/def2-TZVPD" charge=0 lumo_energy_ev=-2.0 gap_ev=6.752 largest_force_ha_per_bohr=0.169
C -3.69 -2.89 -2.36
C -2.94 -2.07 -3.60
O -2.84 -0.74 -3.47
N -2.49 -2.88 -4.80
C -1.63 -2.02 -5.76
C -0.19 -1.83 -5.00
C 0.48 -3.28 -4.56
C 1.88 -2.90 -3.76
C 1.88 -3.37 -2.18
C 0.79 -2.61 -1.19
C 0.80 -3.03 0.41
C 1.88 -4.18 0.93
C 2.94 -4.95 -0.11
C 2.93 -4.54 -1.70
Br 4.23 -5.48 -2.96
C 3.98 -6.09 0.55
O 4.27 -7.23 -0.08
C 4.55 -5.68 2.06
C 6.11 -6.02 2.46
F 6.86 -6.61 1.28
F 6.88 -4.77 2.81
C 6.30 -7.04 3.73
F 7.19 -8.15 3.25
F 7.11 -6.33 4.78
F 5.04 -7.62 4.25
C 3.57 -5.00 3.01
C 3.98 -4.56 4.53
C 3.71 -2.93 4.76
C 4.93 -1.99 4.17
C 4.40 -0.78 3.18
C 5.26 -0.67 1.76
N 4.60 0.29 0.75
C 2.01 -4.63 2.54
O 0.95 -4.73 3.36
H -3.50 -2.36 -1.30
H -3.21 -3.98 -2.37
H -4.85 -2.97 -2.58
H -3.28 -3.33 -5.31
H -1.42 -2.66 -6.73
H -2.11 -0.97 -5.97
H -0.26 -1.21 -3.98
H 0.63 -1.27 -5.65
H -0.21 -3.84 -3.77
H 0.80 -3.95 -5.47
H 1.99 -1.71 -3.75
H 2.83 -3.29 -4.34
H 0.03 -1.78 -1.59
H 0.08 -2.54 1.19
H 3.22 -5.12 5.25
H 5.11 -4.73 4.81
H 3.62 -2.75 5.93
H 2.71 -2.56 4.27
H 5.55 -1.50 5.06
H 5.73 -2.61 3.55
H 4.62 0.24 3.76
H 3.27 -0.89 2.86
H 6.34 -0.22 1.97
H 5.37 -1.71 1.21
H 3.96 -0.24 0.12
H 5.37 0.64 0.13
C 4.00 5.11 0.01
C 5.06 4.04 0.16
C 6.43 4.54 -0.26
O 4.71 2.91 -0.64
H 3.91 5.43 -1.03
H 3.02 4.73 0.31
H 4.24 5.99 0.63
H 5.10 3.70 1.21
H 6.43 4.84 -1.31
H 7.18 3.75 -0.16
H 6.74 5.40 0.35
H 4.67 3.20 -1.56
C -4.58 0.44 -0.37
C -3.87 1.78 -0.50
C -4.75 2.81 -1.19
O -2.67 1.60 -1.26
H -4.83 0.03 -1.35
H -3.92 -0.29 0.12
H -5.49 0.54 0.22
H -3.58 2.15 0.49
H -5.01 2.48 -2.21
H -4.22 3.76 -1.30
H -5.67 2.98 -0.63
H -2.91 1.28 -2.14
C -1.67 -7.74 -2.74
C -3.17 -7.57 -2.95
C -3.69 -8.52 -4.02
O -3.43 -6.22 -3.35
H -1.12 -7.52 -3.66
H -1.31 -7.04 -1.98
H -1.43 -8.76 -2.42
H -3.69 -7.74 -2.01
H -3.21 -8.33 -4.98
H -4.76 -8.38 -4.17
H -3.51 -9.56 -3.74
H -2.97 -6.06 -4.19
C -9.86 3.68 -0.23
C -9.10 2.42 -0.58
C -10.00 1.19 -0.52
O -8.02 2.25 0.33
H -10.26 3.63 0.79
H -9.19 4.55 -0.26
H -10.69 3.85 -0.92
H -8.67 2.51 -1.58
H -10.41 1.05 0.49
H -9.44 0.29 -0.76
H -10.84 1.29 -1.22
H -8.39 2.16 1.22
C 6.27 9.08 2.71
C 6.84 7.69 2.49
C 8.34 7.66 2.74
O 6.57 7.27 1.16
H 6.72 9.80 2.02
H 5.19 9.09 2.52
H 6.45 9.42 3.74
H 6.34 6.98 3.16
H 8.86 8.33 2.04
H 8.74 6.65 2.56
H 8.58 7.96 3.76
H 7.00 7.90 0.55
C -7.97 -0.54 4.74
C -7.57 -0.21 3.31
C -6.11 0.18 3.22
O -8.38 0.86 2.84
H -7.83 0.32 5.40
H -9.03 -0.81 4.80
H -7.37 -1.38 5.13
H -7.76 -1.08 2.67
H -5.90 1.08 3.82
H -5.84 0.43 2.19
H -5.46 -0.63 3.57
H -8.22 1.63 3.40
C -0.10 6.17 -1.11
C 0.61 7.51 -1.25
C -0.27 8.54 -1.94
O 1.81 7.34 -2.00
H -0.35 5.77 -2.09
H 0.55 5.44 -0.62
H -1.02 6.27 -0.52
H 0.90 7.88 -0.26
H -0.53 8.22 -2.95
H 0.26 9.49 -2.04
H -1.19 8.71 -1.37
H 1.57 7.01 -2.88